(1)
Entry from the OMol25 dataset: a cluster of 2 separate species, C3H6O2S in total at a distorted geometry (ωB97M-V/def2-TZVPD).

For the orbital gap, the calculation gives 5.791 eV. The total energy is -666.42074 Ha.

Structure (ORCA input):
```
! wB97M-V def2-TZVPD RIJCOSX def2/J DEFGRID3
* xyz 0 1
O -2.561 -0.800 0.463
C -1.570 -0.341 -0.044
O -1.720 0.498 -1.147
C -0.220 -0.547 0.362
C 0.941 -0.542 -0.475
S 2.152 0.726 0.173
H -2.497 0.131 -1.586
H -0.170 -0.871 1.401
H 2.507 1.284 2.839
H 1.492 -1.461 -0.530
H 0.738 -0.223 -1.489
H 2.843 0.661 3.050
*
```

***

(2)
Entry from the OMol25 dataset: a cluster of 2 separate species, C4H5N2O4S in total at a distorted geometry (ωB97M-V/def2-TZVPD).

For the orbital gap, the calculation gives 8.293 eV. The total energy is -964.14190 Ha.

Structure (ORCA input):
```
! wB97M-V def2-TZVPD RIJCOSX def2/J DEFGRID3
* xyz -1 1
C 1.860 -0.908 1.599
C 1.651 1.300 -1.176
C -1.741 0.818 -0.652
C -0.485 1.098 0.281
N 1.518 -1.597 0.695
N 0.732 0.999 -0.462
O 2.228 -0.226 2.507
O 2.593 1.524 -1.855
O 0.223 -3.286 -0.973
O -1.088 -2.183 0.780
S -0.112 -2.035 -0.314
H -2.539 0.757 0.066
H -1.882 1.560 -1.313
H -1.879 -0.264 -1.114
H -0.533 2.078 0.787
H -0.546 0.364 1.144
*
```

***

(3)
Entry from the OMol25 dataset: a cluster of 2 separate species, C3H11N2O2 in total at a distorted geometry (ωB97M-V/def2-TZVPD).

For the orbital gap, the calculation gives 6.554 eV. The total energy is -380.49119 Ha.

Structure (ORCA input):
```
! wB97M-V def2-TZVPD RIJCOSX def2/J DEFGRID3
* xyz 1 1
O -0.332 1.095 -0.674
C 0.347 0.110 -1.000
N 0.682 -0.005 -2.359
C -0.507 -1.300 -0.590
N -1.056 -1.166 0.633
C -0.184 -1.217 1.787
H 0.219 0.778 -2.827
H 1.671 0.167 -2.539
H 0.188 -2.133 -0.627
H -1.255 -1.480 -1.347
H 0.784 2.845 1.992
H -1.695 -0.376 0.660
H -0.288 -0.322 2.397
H -0.436 -2.073 2.413
H 0.845 -1.351 1.464
H 1.323 0.087 -0.434
H 0.407 1.905 0.777
O 0.742 1.937 1.680
*
```

***

(4)
Entry from the OMol25 dataset: a structure of composition C2H3N3O2 at a distorted geometry (ωB97M-V/def2-TZVPD).

For the orbital gap, the calculation gives 9.391 eV. The total energy is -392.64961 Ha.

Structure (ORCA input):
```
! wB97M-V def2-TZVPD RIJCOSX def2/J DEFGRID3
* xyz 0 1
N 0.273 1.165 1.232
C -0.311 0.162 0.578
N -1.594 -0.028 0.389
O -1.091 0.062 -1.092
C -0.088 -0.888 -1.300
O 0.027 -1.523 -2.307
N 0.639 -0.759 -0.146
H 1.208 1.379 0.926
H -0.302 1.947 1.524
H 1.237 -1.517 0.195
*
```

***

(5)
Entry from the OMol25 dataset: a structure of composition H26HeO13 at a distorted geometry (ωB97M-V/def2-TZVPD).

For the orbital gap, the calculation gives 8.985 eV. The total energy is -996.62208 Ha.

Structure (ORCA input):
```
! wB97M-V def2-TZVPD RIJCOSX def2/J DEFGRID3
* xyz 0 1
He 0.048 0.266 0.086
O -0.695 -2.330 -0.666
H -1.388 -1.827 -1.094
H -0.232 -2.761 -1.385
O -3.484 -1.064 1.011
H -3.323 -0.981 0.071
H -2.869 -1.737 1.302
O 2.790 1.422 1.763
H 2.065 1.083 2.289
H 2.373 2.003 1.126
O 1.366 2.976 -0.102
H 1.126 2.529 -0.914
H 1.371 3.905 -0.332
O -2.573 -0.525 -1.655
H -2.418 0.414 -1.555
H -2.839 -0.629 -2.569
O 0.431 0.752 3.211
H 0.540 -0.199 3.218
H -0.499 0.886 3.026
O -2.454 1.001 2.454
H -2.412 1.842 1.999
H -2.957 0.436 1.867
O 2.721 0.713 -2.617
H 2.697 0.155 -1.840
H 1.866 1.143 -2.631
O -1.950 2.104 -1.213
H -2.606 2.581 -1.720
H -2.047 2.437 -0.321
O 1.371 -4.322 -0.179
H 1.010 -3.452 -0.009
H 0.788 -4.920 0.289
O 3.292 -1.163 -0.396
H 3.379 -0.635 0.398
H 4.097 -1.680 -0.429
O 0.671 -1.888 2.114
H 0.066 -2.538 2.471
H 0.413 -1.798 1.197
O 0.439 1.954 -2.584
H 0.241 1.966 -3.520
H -0.416 1.881 -2.159
*
```

***

(6)
Entry from the OMol25 dataset: the molecule C5H8O2S2 at a distorted geometry (ωB97M-V/def2-TZVPD).

Its SMILES is CC(=O)OC1CSSC1. For the orbital gap, the calculation gives 8.658 eV. The total energy is -1142.09781 Ha.

Structure (ORCA input):
```
! wB97M-V def2-TZVPD RIJCOSX def2/J DEFGRID3
* xyz 0 1
C 0.495 2.101 -1.881
C 0.687 1.377 -0.649
O 1.337 1.795 0.356
O 0.049 0.232 -0.628
C 0.187 -0.648 0.505
C -0.035 -2.104 0.054
S -0.245 -3.209 1.532
S -1.125 -1.666 2.712
C -0.994 -0.358 1.447
H -0.655 2.354 -1.799
H 0.865 3.220 -1.842
H 0.859 1.651 -2.574
H 1.112 -0.377 1.056
H -0.721 -2.122 -0.735
H 1.079 -2.486 -0.544
H -2.057 -0.319 0.967
H -0.839 0.559 2.023
*
```

***

(7)
Entry from the OMol25 dataset: the ion C16H35NP with charge +1 at a distorted geometry (ωB97M-V/def2-TZVPD).

Its SMILES is CCCCCCCC[P@@H](CCCCC)=[N+]=C(C)C. For the orbital gap, the calculation gives 9.298 eV. The total energy is -1026.48958 Ha.

Structure (ORCA input):
```
! wB97M-V def2-TZVPD RIJCOSX def2/J DEFGRID3
* xyz 1 1
C -4.226 -2.221 6.021
C -3.975 -1.865 4.546
C -4.477 -0.452 4.249
C -4.317 -0.023 2.794
C -2.907 -0.267 2.227
C -2.654 0.666 1.045
C -1.431 0.286 0.189
C -0.510 1.508 -0.009
P 1.064 1.094 -0.743
C 0.900 0.813 -2.516
C 1.760 -0.374 -3.003
C 2.194 -0.190 -4.452
C 3.265 -1.171 -4.939
C 3.080 -2.635 -4.517
N 2.084 2.312 -0.478
C 3.377 2.146 -0.478
C 4.106 1.558 0.675
C 4.187 2.614 -1.647
H -4.213 -1.310 6.619
H -5.219 -2.648 6.150
H -3.499 -2.927 6.409
H -2.925 -1.985 4.292
H -4.583 -2.540 3.941
H -3.994 0.278 4.902
H -5.536 -0.435 4.513
H -4.498 1.053 2.729
H -5.044 -0.510 2.143
H -2.180 -0.089 3.021
H -2.849 -1.306 1.902
H -2.488 1.664 1.460
H -3.563 0.748 0.452
H -0.895 -0.557 0.623
H -1.793 -0.015 -0.795
H -1.044 2.247 -0.603
H -0.304 1.950 0.967
H 1.551 -0.079 -0.146
H 1.213 1.742 -2.989
H -0.146 0.625 -2.755
H 1.131 -1.262 -2.935
H 2.617 -0.565 -2.352
H 2.617 0.816 -4.537
H 1.330 -0.188 -5.116
H 3.229 -1.152 -6.029
H 4.266 -0.827 -4.686
H 2.610 -2.761 -3.545
H 4.061 -3.102 -4.438
H 2.543 -3.217 -5.261
H 4.929 2.232 0.924
H 3.467 1.451 1.544
H 4.581 0.617 0.391
H 4.047 3.693 -1.716
H 5.243 2.416 -1.491
H 3.816 2.141 -2.553
*
```

***

(8)
Entry from the OMol25 dataset: a cluster of 2 separate species, CH4O2S2 in total at a distorted geometry (ωB97M-V/def2-TZVPD).

For the orbital gap, the calculation gives 9.027 eV. The total energy is -987.29624 Ha.

Structure (ORCA input):
```
! wB97M-V def2-TZVPD RIJCOSX def2/J DEFGRID3
* xyz 0 1
C -0.927 -0.359 -0.448
O -1.360 -0.492 0.827
O -0.817 0.728 -0.920
S 1.805 0.993 0.134
S 1.987 -0.911 0.060
H -0.964 -1.385 -0.988
H -1.563 -1.384 1.234
H 0.912 1.428 1.026
H 0.927 1.382 -0.924
*
```